1.
{"formula": "C4H7NO2", "method": "ωB97M-V with the def2-TZVPD basis set", "elements": ["C", "C", "C", "C", "N", "O", "O", "H", "H", "H", "H", "H", "H", "H"], "positions_angstrom": [[-0.32824, 1.14150, 0.66811], [0.41921, -0.10471, 0.39872], [-0.89999, -0.92396, -0.28812], [1.66981, 0.24939, -0.58103], [-1.37105, 1.31718, -0.04262], [-1.61778, 0.17382, -0.79582], [-1.57905, -1.61688, 0.62208], [0.03168, 1.95303, 1.29699], [0.71812, -0.46536, 1.36570], [-0.50060, -1.47816, -1.18427], [1.38152, 1.14498, -1.25159], [1.67499, -0.71813, -1.09587], [2.64101, 0.39427, -0.01447], [-2.23961, -1.06697, 0.90220]], "forces_ev_per_angstrom": [[-0.200, 0.590, -0.698], [-0.812, 0.617, -0.990], [5.005, 2.231, -1.405], [-1.556, -0.288, 0.872], [0.057, 0.709, 0.872], [-0.612, -0.413, -0.425], [1.591, -3.242, -0.353], [-0.241, -0.071, -0.121], [0.373, -1.002, 0.134], [-0.806, -0.060, 1.068], [0.702, -1.654, 0.995], [0.805, 0.551, -0.682], [-1.315, -0.021, -0.725], [-2.991, 2.053, 1.460]], "lumo_energy_ev": 1.0, "de_lowest_kcal_mol": 82.0, "smiles": "C[C@H]1C=NO[C@@H]1O", "e_homo_ev": -9.88, "e_tot_ev": -9843.726, "charge": 0, "homo_lumo_gap_ev": 10.83}

2.
{"formula": "C6H6", "method": "ωB97M-V with the def2-TZVPD basis set", "elements": ["C", "C", "C", "C", "C", "C", "H", "H", "H", "H", "H", "H"], "positions_angstrom": [[-0.16398, 1.27550, 0.84940], [-0.19731, 1.35801, -0.49670], [0.75874, -1.25106, 0.56678], [0.72985, -1.10170, -0.75266], [-0.43904, -0.25730, 0.78892], [-0.44969, -0.06114, -0.78093], [0.07638, 2.09615, 1.55830], [-0.17908, 2.13329, -1.10211], [1.33080, -1.80123, 1.18899], [0.97223, -1.47241, -1.72153], [-1.28159, -0.59534, 1.35341], [-1.15731, -0.32279, -1.45188]], "forces_ev_per_angstrom": [[0.466, 0.068, -1.109], [-0.141, -2.236, 3.497], [-2.200, 2.302, -2.085], [-1.844, 1.504, -0.461], [1.149, 0.416, 0.023], [2.724, -0.833, 2.779], [-0.287, -1.101, -0.146], [0.427, 3.646, -2.901], [1.691, -1.703, 2.036], [1.364, -0.792, -0.001], [-0.567, -0.415, 0.121], [-2.784, -0.857, -1.753]], "lumo_energy_ev": 1.3, "de_lowest_kcal_mol": 102.1, "smiles": "C1=CC2C=CC12", "e_homo_ev": -9.12, "e_tot_ev": -6314.774, "charge": 0, "homo_lumo_gap_ev": 10.39}

3.
{"formula": "C16H48O11", "method": "ωB97M-V with the def2-TZVPD basis set", "elements": ["C", "C", "O", "H", "H", "H", "H", "H", "H", "C", "C", "O", "H", "H", "H", "H", "H", "H", "C", "C", "O", "H", "H", "H", "H", "H", "H", "C", "C", "O", "H", "H", "H", "H", "H", "H", "C", "C", "O", "H", "H", "H", "H", "H", "H", "C", "C", "O", "O", "H", "H", "H", "H", "H", "H", "C", "C", "O", "O", "H", "H", "H", "H", "H", "H", "C", "C", "O", "O", "H", "H", "H", "H", "H", "H"], "positions_angstrom": [[4.13093, -1.30460, -0.13687], [3.64473, -1.73393, -1.49236], [2.40963, -2.45244, -1.37545], [3.37118, -0.83056, 0.48498], [4.93952, -0.58901, -0.29734], [4.53866, -2.14508, 0.42780], [4.43060, -2.30503, -1.99515], [3.47539, -0.84998, -2.11765], [2.20073, -2.71133, -2.28191], [-1.98931, -4.70590, -2.30838], [-1.70896, -4.51718, -0.82980], [-2.30869, -3.28425, -0.41270], [-1.54998, -3.89804, -2.89302], [-3.05155, -4.81692, -2.51213], [-1.49636, -5.62622, -2.64328], [-0.64666, -4.51269, -0.56795], [-2.17140, -5.28334, -0.20457], [-1.65830, -2.58580, -0.58486], [-1.41967, 0.42735, -0.16826], [-0.02241, -0.14393, -0.07744], [-0.04138, -1.53516, -0.48271], [-1.82823, 0.64978, -1.15151], [-1.41392, 1.38472, 0.36379], [-2.13571, -0.16068, 0.40858], [0.37200, -0.17285, 0.93943], [0.63948, 0.35879, -0.78745], [0.86244, -1.68514, -0.81705], [-0.11829, 2.11494, 6.07845], [0.10593, 0.72549, 5.53096], [0.07357, 0.80468, 4.12556], [-0.29557, 2.23810, 7.14836], [-1.07994, 2.43779, 5.66816], [0.70137, 2.76998, 5.79032], [-0.59434, -0.03798, 5.89549], [1.08249, 0.32066, 5.83929], [0.13208, -0.10304, 3.76953], [-2.52258, 2.99339, 2.44311], [-3.08437, 4.15104, 3.27456], [-4.49562, 4.15950, 3.02219], [-1.42810, 3.00785, 2.46492], [-2.77324, 3.13513, 1.38628], [-2.93192, 2.01550, 2.68551], [-2.67084, 5.09637, 2.91383], [-2.87927, 4.00552, 4.33145], [-4.65203, 4.31700, 2.09013], [1.53493, -2.25659, 2.73832], [1.34368, -3.56415, 1.95915], [1.42376, -4.66148, 2.86673], [0.38405, -1.81750, 3.45452], [1.79581, -1.46720, 2.02998], [2.38596, -2.27729, 3.42301], [2.05937, -3.63659, 1.14133], [0.35799, -3.55931, 1.48340], [0.57172, -4.68939, 3.31026], [-0.05744, -2.51890, 3.94006], [2.37814, 2.21055, -2.31673], [2.73434, 3.57636, -2.89673], [4.00298, 3.49790, -3.53839], [1.91620, 1.29000, -3.28455], [1.53949, 2.40342, -1.63342], [3.16808, 1.81528, -1.68069], [2.77313, 4.31389, -2.08703], [2.01136, 3.86343, -3.66643], [4.09135, 4.26257, -4.11268], [1.01343, 1.52187, -3.55685], [-2.46530, 1.36511, -5.45546], [-1.79957, 1.05946, -4.14130], [-0.77091, 2.00647, -3.82191], [-3.14065, 0.21433, -5.95083], [-1.75409, 1.68049, -6.22208], [-3.21958, 2.14221, -5.27199], [-1.30391, 0.08635, -4.20806], [-2.48269, 0.88181, -3.30890], [-1.18826, 2.70182, -3.30302], [-3.44548, 0.43262, -6.83458]], "forces_ev_per_angstrom": [[0.403, -0.111, 0.241], [-0.068, 0.803, -0.124], [0.493, -0.206, -0.464], [-0.139, 0.081, -0.229], [0.013, 0.014, 0.172], [-0.043, -0.018, -0.001], [-0.210, -0.340, 0.069], [-0.076, 0.009, 0.035], [-0.292, -0.162, 0.181], [0.828, -0.952, 0.060], [-0.755, 0.893, 0.275], [0.230, -0.106, 0.190], [-0.205, 0.155, 0.035], [-0.039, 0.253, 0.055], [-0.083, -0.021, -0.100], [0.117, -0.035, -0.320], [-0.047, -0.179, -0.238], [0.013, 0.003, 0.113], [-0.108, 0.795, 1.233], [-0.438, -1.182, -0.875], [0.254, 0.494, -0.251], [0.334, -0.446, -0.236], [0.070, 0.086, -0.069], [0.042, -0.291, -0.222], [-0.108, 0.751, 0.059], [0.138, 0.336, 0.364], [-0.280, -0.558, 0.051], [-0.914, 0.082, 0.046], [0.833, -0.786, 0.455], [-0.207, 0.054, -0.473], [0.455, -0.597, 0.143], [0.276, 0.390, -0.368], [-0.168, 0.119, -0.171], [-0.393, 0.398, 0.063], [0.078, 0.252, 0.107], [-0.003, 0.339, 0.235], [0.732, 0.566, -0.377], [-0.513, -0.936, -1.763], [-0.290, 0.287, 1.158], [-0.059, -0.405, 0.251], [-0.131, 0.259, 0.006], [0.150, 0.049, 0.478], [0.275, 0.016, 0.326], [-0.346, 0.153, 0.072], [0.188, 0.010, -0.123], [0.378, 0.112, -0.629], [-0.508, 0.710, 0.764], [0.090, -0.132, -0.285], [-0.211, 0.039, -0.305], [-0.397, 0.121, -0.017], [0.041, -0.539, 0.026], [0.320, -0.282, 0.321], [0.000, 0.223, -0.041], [0.045, -0.316, 0.045], [0.228, -0.162, -0.024], [-1.588, 0.926, -0.049], [0.641, -0.479, -0.246], [0.189, -0.032, 0.070], [0.779, -0.492, -0.016], [0.048, 0.091, 0.239], [0.294, -0.262, -0.455], [-0.163, 0.038, -0.025], [-0.389, 0.000, 0.364], [0.102, -0.023, -0.016], [0.138, 0.131, 0.220], [-0.893, 0.274, -0.299], [1.006, -1.418, 0.095], [-0.746, 0.138, 0.142], [0.103, -0.219, 0.347], [0.263, 0.307, 0.404], [0.236, 0.281, -0.254], [0.163, 0.078, -0.301], [-0.299, 0.567, -0.095], [0.217, 0.115, -0.032], [-0.094, -0.111, -0.017]], "lumo_energy_ev": 0.3, "de_lowest_kcal_mol": 29.2, "smiles": "OCCO.OCCO.OCCO.CCO.CCO.CCO.CCO.CCO", "e_homo_ev": -9.56, "e_tot_ev": -39889.692, "charge": 0, "homo_lumo_gap_ev": 9.83}

4.
{"formula": "C3H4O3", "method": "ωB97M-V with the def2-TZVPD basis set", "elements": ["C", "C", "C", "H", "H", "H", "H", "O", "O", "O"], "positions_angstrom": [[0.11870, 0.25890, 0.42348], [1.05365, -0.96707, 0.13332], [-1.12401, -0.01371, -0.38081], [-0.08404, 2.21610, -0.08033], [-0.21241, 0.20704, 1.45339], [0.47235, -1.95196, 0.16868], [-1.18308, 0.46594, -1.41741], [0.79685, 1.41846, -0.05358], [2.19208, -0.85288, -0.26697], [-2.03010, -0.78082, 0.02024]], "forces_ev_per_angstrom": [[0.944, -0.492, -1.439], [0.283, -0.096, -0.930], [-2.990, -2.165, -0.031], [4.373, -3.406, 0.106], [0.308, 0.378, 0.595], [0.865, 0.745, 0.269], [0.077, -0.358, 1.062], [-4.911, 3.275, 0.681], [-1.761, -0.263, 0.877], [2.812, 2.381, -1.190]], "lumo_energy_ev": -0.3, "de_lowest_kcal_mol": 67.5, "smiles": "O=CC(O)C=O", "e_homo_ev": -10.34, "e_tot_ev": -9315.772, "charge": 0, "homo_lumo_gap_ev": 10.05}

5.
{"formula": "C4BF17Hf2O12S4", "method": "ωB97M-V with the def2-TZVPD basis set", "elements": ["Hf", "Hf", "C", "F", "F", "F", "S", "O", "O", "O", "C", "F", "F", "F", "S", "O", "O", "O", "C", "F", "F", "F", "S", "O", "O", "O", "C", "F", "F", "F", "S", "O", "O", "O", "B", "F", "F", "F", "F", "F"], "positions_angstrom": [[2.00062, 1.28607, -1.21236], [-1.76611, -1.14865, 0.05131], [-1.13514, -4.28646, 3.46754], [-2.26188, -4.79316, 3.85932], [-0.12426, -4.23513, 4.38565], [-0.65246, -4.94092, 2.41009], [-1.50829, -2.43252, 2.87708], [-2.58997, -2.41780, 1.91845], [-1.85973, -1.60444, 4.03086], [-0.48677, -1.99148, 1.90846], [0.95713, 0.94007, 3.32968], [1.69484, 1.92297, 3.82053], [1.78781, 0.01560, 2.83517], [0.15548, 0.40214, 4.21903], [-0.03296, 1.75773, 1.96102], [0.90688, 2.03212, 0.85439], [-1.00581, 0.69881, 1.56420], [-0.61872, 2.98176, 2.55295], [-2.44439, 3.00982, -2.96847], [-2.61847, 4.36233, -2.75465], [-3.66329, 2.43737, -3.06190], [-1.66429, 2.82205, -4.00934], [-1.51854, 2.26679, -1.38190], [-1.93869, 0.87194, -1.11783], [-0.06393, 2.25853, -1.60298], [-1.83414, 3.17702, -0.35834], [0.54898, -2.20793, -4.34507], [1.58209, -2.73090, -3.63127], [0.96866, -1.72779, -5.52401], [-0.46776, -3.02350, -4.52048], [-0.16305, -0.66371, -3.38519], [1.00875, 0.04634, -2.86865], [-0.75924, 0.17047, -4.38781], [-1.06596, -1.19818, -2.28743], [4.05668, 1.26055, 0.80087], [4.17609, 1.72679, -0.43466], [3.12120, 0.34505, 0.49586], [5.19509, 0.72202, 1.28350], [3.56221, 2.21953, 1.57123], [0.52131, -0.33124, -0.34469]], "forces_ev_per_angstrom": [[-6.108, -2.304, 4.364], [5.613, 4.152, 2.410], [2.207, 0.455, -0.352], [0.449, 0.205, 0.432], [-2.376, 0.150, -1.118], [-0.568, 0.429, 0.310], [0.092, 1.676, 5.182], [-4.854, 0.183, -5.071], [1.604, -2.139, -2.196], [2.679, 1.157, -2.295], [0.998, 0.542, -0.248], [-0.399, -0.336, 0.289], [-0.579, -0.002, -0.068], [0.135, 0.268, -0.225], [-2.113, 2.902, 2.155], [1.841, -0.329, -2.238], [-1.352, -1.617, -1.153], [1.559, -3.632, -1.788], [-0.894, 1.479, 0.263], [0.634, -2.970, -0.107], [1.978, 0.444, 0.035], [-0.712, -0.074, 0.361], [-1.342, 1.894, 1.217], [-1.086, -2.460, 0.611], [3.989, -0.943, -1.486], [-0.658, 0.316, 0.453], [0.592, 0.823, -0.081], [-1.639, 0.483, -1.013], [-0.246, -0.618, 1.550], [0.802, 0.026, 0.363], [-2.218, -0.645, -1.978], [3.983, 1.721, 2.829], [-0.394, -1.100, 1.154], [0.346, -0.709, 0.620], [4.048, 0.464, 5.754], [0.097, 3.397, -7.623], [-5.301, -4.474, -1.447], [-0.127, -0.341, -0.398], [-0.995, 1.262, 1.004], [0.316, 0.265, -0.472]], "lumo_energy_ev": -10.8, "e_homo_ev": -17.37, "e_tot_ev": -121531.424, "charge": 2, "homo_lumo_gap_ev": 6.61}

6.
{"formula": "C3H5NO2S", "method": "ωB97M-V with the def2-TZVPD basis set", "elements": ["C", "C", "C", "N", "O", "O", "S", "H", "H", "H", "H", "H"], "positions_angstrom": [[0.70977, -1.43578, -0.92438], [-0.84564, 2.15549, -0.03086], [0.42949, -2.58124, -1.44037], [-0.50355, 0.04260, 1.55777], [0.11141, 2.63707, 0.47037], [0.17734, -3.62478, -1.89036], [0.71065, 0.93055, 2.06717], [1.56032, -0.88112, -1.26745], [0.08269, -1.00231, -0.16160], [-1.50978, 2.53796, -0.79551], [-1.30387, 0.13445, 2.17323], [1.59424, 0.51660, 1.12398]], "forces_ev_per_angstrom": [[0.256, 1.071, 0.346], [1.008, -0.624, 1.485], [-0.276, -1.437, -0.572], [-0.495, 0.064, -0.674], [-1.195, 0.625, -1.605], [0.061, 0.369, 0.124], [0.874, -0.863, 0.972], [0.277, 0.003, -0.230], [-0.250, -0.065, 0.200], [-0.197, 0.525, -0.554], [-0.024, 0.163, 0.237], [-0.040, 0.168, 0.272]], "lumo_energy_ev": [0.0, -0.1], "de_lowest_kcal_mol": 128.2, "e_homo_ev": [-8.03, -8.44], "e_tot_ev": -19606.951, "charge": 0, "homo_lumo_gap_ev": [8.05, 8.33]}

7.
{"formula": "H22O11", "method": "ωB97M-V with the def2-TZVPD basis set", "elements": ["O", "H", "H", "O", "H", "H", "O", "H", "H", "O", "H", "H", "O", "H", "H", "O", "H", "H", "O", "H", "H", "O", "H", "H", "O", "H", "H", "O", "H", "H", "O", "H", "H"], "positions_angstrom": [[-2.70929, 1.36265, 3.69111], [-1.81853, 1.35201, 4.05588], [-2.64067, 0.87090, 2.86403], [-2.15447, -0.30211, 1.41414], [-3.09435, -0.33680, 1.20338], [-1.73674, -0.96477, 0.81909], [2.02541, -1.83112, 1.55062], [1.28429, -1.34148, 1.93662], [2.80947, -1.37305, 1.86417], [0.48355, 2.02762, -3.99181], [0.90451, 1.61077, -4.74930], [0.29494, 1.30456, -3.38620], [0.30617, 0.74929, 0.20738], [-0.27794, 0.33785, 0.85899], [-0.06966, 0.49664, -0.64642], [-0.87554, -0.04554, -2.34748], [-1.35356, -0.67136, -1.78535], [-1.55090, 0.54190, -2.70972], [3.41351, 0.72869, -2.21200], [2.99549, -0.01536, -2.67053], [2.68518, 1.22797, -1.83213], [1.63784, -1.37935, -3.10005], [0.79094, -1.00318, -2.82236], [1.46450, -1.75365, -3.96924], [-0.89483, -2.18099, -0.16485], [0.03555, -2.30385, 0.08525], [-1.36980, -2.90499, 0.26120], [-0.21230, 2.85225, 2.26777], [0.33804, 3.62884, 2.13542], [0.02652, 2.25852, 1.54461], [0.04625, -0.74133, 3.31527], [-0.06560, -1.66963, 3.54858], [-0.71798, -0.53188, 2.76392]], "forces_ev_per_angstrom": [[-0.268, -0.205, 0.083], [0.056, 0.146, -0.106], [0.215, 0.288, 0.297], [-0.007, -0.532, -0.474], [-0.011, 0.089, 0.088], [-0.176, 0.162, 0.152], [-0.349, -0.340, -0.188], [0.309, 0.225, 0.268], [0.022, 0.063, -0.117], [-0.214, 0.023, -0.018], [0.098, 0.025, 0.030], [0.240, -0.010, -0.012], [0.028, -0.137, 0.274], [0.153, 0.290, -0.248], [0.046, 0.249, -0.016], [-0.339, -0.069, 0.156], [0.101, -0.185, -0.069], [0.056, 0.031, -0.046], [0.099, -0.015, -0.118], [-0.031, 0.064, 0.176], [0.005, 0.008, 0.018], [-0.140, -0.031, -0.070], [0.039, -0.028, -0.061], [0.061, -0.036, -0.001], [-0.065, -0.036, 0.209], [0.146, 0.104, -0.104], [0.118, -0.164, -0.187], [-0.013, -0.056, 0.053], [0.014, 0.000, 0.024], [0.076, 0.109, -0.169], [0.118, -0.124, -0.286], [-0.051, 0.044, 0.173], [-0.336, 0.046, 0.288]], "lumo_energy_ev": -0.6, "de_lowest_kcal_mol": 30.4, "smiles": "O.O.O.O.O.O.O.O.O.O.O", "e_homo_ev": -10.52, "e_tot_ev": -22880.195, "charge": 0, "homo_lumo_gap_ev": 9.89}